Record 1
# C32H55F6O24

8 unconnected molecules or ions with the total composition C32H55F6O24 at a distorted geometry (ωB97M-V/def2-TZVPD, OMol25).

LUMO energy: 0.06675 Eh
HOMO: -2.469 eV
gap between HOMO and LUMO: 4.29 eV
net charge: -1
strongest force on any atom: 4.97 eV Å⁻¹

Each line ends with the Mulliken charge.
Atoms and positions in Å:
C: 0.33959 -3.68939 -0.06854  -1.01
C: 0.95039 -2.68998 -1.09091  -0.45
C: 0.84104 -1.20566 -0.66260  -0.95
C: -0.26364 -0.40903 -1.44013  2.01
C: 0.32645 0.85883 -2.11437  -1.78
C: -1.37652 -0.07480 -0.41200  -1.71
C: -2.65069 0.35983 -1.08039  0.46
O: -3.19486 1.36092 -0.76933  -0.49
C: -3.39758 -0.44500 -2.22821  0.74
F: -4.60690 0.08110 -2.43817  -0.37
F: -2.72049 -0.24858 -3.37567  -0.27
C: -3.50875 -1.97582 -2.05688  0.31
F: -3.83073 -2.48598 -3.28694  -0.18
F: -2.40189 -2.57025 -1.70810  -0.15
C: -4.64033 -2.46088 -1.10796  1.39
F: -4.36933 -3.74523 -0.83765  -0.43
F: -5.82647 -2.47547 -1.70357  -0.35
C: -4.71885 -1.74387 0.25376  -0.09
O: -4.23507 -2.17773 1.20181  -0.49
O: -5.35659 -0.59500 0.22948  -0.41
H: 0.26853 -3.24629 0.92773  0.31
H: 0.92911 -4.61314 -0.03866  0.35
H: -0.67127 -3.98952 -0.36853  0.06
H: 2.02072 -2.92992 -1.13991  0.47
H: 0.48480 -2.87277 -2.06315  0.27
H: 1.80518 -0.70400 -0.82299  0.35
H: 0.63052 -1.12444 0.40850  0.44
H: -0.57219 -1.07686 -2.26845  -0.45
H: 0.79151 0.51458 -3.04965  0.45
H: -0.51936 1.52163 -2.32518  0.26
H: 1.08279 1.35627 -1.50261  0.25
H: -1.61193 -1.04440 0.08200  0.06
H: -5.20330 -0.17137 1.08921  0.40
C: -4.85032 -2.36989 -6.27279  -0.37
O: -4.43817 -2.53764 -7.63365  -0.36
C: -3.42480 -1.75157 -8.00174  0.79
O: -2.86098 -0.94799 -7.30910  -0.53
O: -3.14271 -2.01400 -9.28664  -0.35
C: -2.06885 -1.23844 -9.81362  -0.62
H: -5.67419 -3.05798 -6.09748  0.28
H: -4.03964 -2.61506 -5.59220  0.03
H: -5.20037 -1.35331 -6.09915  0.33
H: -1.14680 -1.43661 -9.26840  0.29
H: -2.30840 -0.17610 -9.78110  0.29
H: -1.93606 -1.53790 -10.85086  0.21
C: -4.43186 -9.92287 -2.60248  -0.65
O: -4.86675 -8.70269 -3.19710  -0.32
C: -5.35157 -7.80939 -2.32653  0.77
O: -5.44199 -7.96347 -1.13531  -0.55
O: -5.71389 -6.72463 -3.00939  -0.32
C: -6.25283 -5.66843 -2.20596  -0.48
H: -4.06359 -10.55678 -3.40550  0.22
H: -3.62127 -9.74050 -1.89814  0.29
H: -5.26104 -10.42707 -2.10667  0.30
H: -5.51810 -5.31674 -1.48867  0.23
H: -7.15926 -5.99619 -1.69694  0.40
H: -6.50558 -4.84966 -2.87479  0.20
C: 3.00969 6.12617 0.58268  -0.46
O: 1.71439 6.56048 0.17685  -0.36
C: 1.01783 5.61470 -0.47374  0.79
O: 1.39926 4.50082 -0.71189  -0.52
O: -0.16984 6.12042 -0.80666  -0.35
C: -1.01677 5.19658 -1.50523  -0.65
H: 3.49185 6.95331 1.09873  0.18
H: 2.93195 5.28490 1.27019  0.17
H: 3.61462 5.85707 -0.28310  0.32
H: -1.23393 4.32687 -0.88636  0.33
H: -0.55726 4.88947 -2.44347  0.29
H: -1.94683 5.71647 -1.72136  0.24
C: 3.12592 9.02296 4.42744  -0.63
O: 3.83868 8.34997 5.46791  -0.26
C: 4.47473 7.24410 5.06947  0.73
O: 4.48793 6.80090 3.95184  -0.57
O: 5.09188 6.71780 6.13220  -0.25
C: 5.82009 5.51610 5.85894  -0.72
H: 2.65698 9.89617 4.87376  0.19
H: 3.80806 9.35063 3.64409  0.29
H: 2.35090 8.37964 4.01334  0.30
H: 6.61128 5.70325 5.13447  0.30
H: 5.15200 4.73405 5.50207  0.34
H: 6.26796 5.19492 6.79642  0.21
C: -2.23960 -4.97233 -4.06844  -0.18
O: -0.98936 -4.69873 -4.71033  -0.19
C: -0.34049 -5.77612 -5.13961  0.70
O: -0.70689 -6.92038 -5.03500  -0.56
O: 0.80057 -5.37218 -5.71402  -0.32
C: 1.60501 -6.43119 -6.22302  -0.67
H: -2.66345 -4.01763 -3.76528  -0.42
H: -2.92634 -5.46258 -4.75909  0.43
H: -2.08928 -5.58749 -3.18145  0.36
H: 1.07289 -6.98149 -6.99874  0.29
H: 1.91004 -7.10329 -5.42147  0.29
H: 2.49258 -5.97827 -6.65884  0.23
C: 3.78940 4.71265 12.37709  -0.63
O: 3.71507 6.00719 11.78138  -0.34
C: 4.36602 6.11361 10.61735  0.79
O: 4.97941 5.23201 10.07023  -0.55
O: 4.21778 7.35944 10.17138  -0.34
C: 4.86856 7.61384 8.92006  -0.48
H: 3.22736 4.75524 13.30686  0.22
H: 3.33934 3.96321 11.72741  0.30
H: 4.82270 4.45068 12.60147  0.29
H: 4.46141 6.98368 8.14290  0.25
H: 5.94464 7.46615 9.01130  0.27
H: 4.67941 8.65279 8.66144  0.25
C: 4.05958 -1.92476 4.30606  -0.61
O: 4.57574 -0.61427 4.07962  -0.34
C: 3.84839 0.11400 3.21912  0.78
O: 2.84832 -0.24402 2.66096  -0.52
O: 4.42668 1.31172 3.09169  -0.32
C: 3.73330 2.18205 2.19299  -0.60
H: 4.72608 -2.41398 5.01300  0.21
H: 3.06092 -1.87613 4.73831  0.29
H: 4.04473 -2.49832 3.38010  0.29
H: 2.72246 2.37589 2.54870  0.30
H: 3.71044 1.75925 1.18996  0.34
H: 4.28075 3.12198 2.16316  0.17

***

Record 2
# C69H47BiF3N7O4PSb

A molecular structure, C69H47BiF3N7O4PSb (ωB97M-V/def2-TZVPD, OMol25).

LUMO energy: -0.19590 Eh
HOMO: -11.562 eV
gap between HOMO and LUMO: 6.23 eV
relative energy (zero: lowest compared OMol25 entry of this formula, charge and spin): 0.0 kJ/mol
net charge: +2
strongest force on any atom: 0.80 eV Å⁻¹

Each line ends with the Mulliken charge.
Atoms and positions in Å:
Bi: 0.95841 -1.11083 -0.38767  3.12
C: -5.51135 11.64013 0.06330  -0.85
O: -5.17030 10.87132 -1.08626  -0.45
C: -4.51345 9.71260 -0.90389  0.91
C: -4.21587 9.16455 0.34283  -0.70
C: -3.53443 7.95829 0.40899  -0.70
C: -3.14385 7.28619 -0.74115  0.34
C: -3.45322 7.84657 -1.98502  -0.53
C: -4.12864 9.03999 -2.06778  -0.63
C: -2.43414 6.00837 -0.69913  0.23
N: -2.06856 5.30765 -1.75236  -0.86
C: -1.45197 4.20032 -1.24407  1.28
C: -1.43800 4.21190 0.12515  -0.01
N: -2.07867 5.37958 0.46954  -0.02
C: -0.92187 3.14029 0.91010  0.97
C: -0.93821 3.11356 2.31472  -0.93
C: -0.47799 2.00833 2.97251  -1.27
C: 0.00093 0.93438 2.22117  -0.27
N: 0.06684 0.94277 0.89884  0.36
C: -0.39243 2.03052 0.22149  -0.70
C: -0.36399 2.02456 -1.23826  -0.87
N: 0.16259 0.95064 -1.87401  0.11
C: 0.21212 0.94121 -3.19470  -0.19
C: -0.27735 1.98043 -3.98884  -1.14
C: -0.83624 3.06505 -3.36562  -0.94
C: -0.88434 3.10506 -1.96449  0.63
H: -5.94312 12.56188 -0.31099  0.25
H: -4.62466 11.86820 0.65692  0.35
H: -6.24658 11.11661 0.67722  0.34
H: -4.50962 9.66223 1.25417  0.42
H: -3.31871 7.55789 1.39364  0.21
H: -3.14925 7.32697 -2.88361  0.49
H: -4.37169 9.48388 -3.02380  0.44
H: -2.21036 5.75247 1.39319  0.21
H: -1.32162 3.96166 2.86916  0.47
H: -0.48520 1.93862 4.05137  0.65
H: 0.33968 0.03485 2.72281  0.09
H: 0.66504 0.06852 -3.65631  0.29
H: -0.21340 1.91664 -5.06628  0.52
H: -1.23959 3.90080 -3.92307  0.62
O: 0.96338 -2.75440 0.98782  -0.22
C: 0.28152 -3.29936 2.06884  0.82
C: -1.20641 -3.59422 1.86691  -1.23
C: -1.65615 -4.71779 2.56682  -0.34
C: -2.99555 -5.04601 2.67253  -0.79
C: -3.94446 -4.21510 2.09667  -1.11
C: -3.52163 -3.12729 1.35803  -1.11
C: -2.16360 -2.82660 1.17615  0.98
P: -1.82192 -1.54339 -0.08512  1.61
C: -2.85318 -0.11704 0.36638  0.67
C: -3.14668 0.15806 1.70092  -0.34
C: -3.89983 1.27707 2.03069  -1.04
C: -4.35081 2.13179 1.03437  -0.66
C: -4.04763 1.87020 -0.29689  -0.73
C: -3.30452 0.74912 -0.63244  -0.63
C: -2.50976 -2.09302 -1.68906  0.32
C: -1.69553 -1.98659 -2.81323  1.34
C: -2.16323 -2.30937 -4.07928  -0.70
C: -3.46787 -2.74677 -4.23621  -1.00
C: -4.30095 -2.83887 -3.12704  -0.74
C: -3.83214 -2.50694 -1.86636  -0.33
H: -0.92118 -5.33728 3.06838  0.52
H: -3.29637 -5.92910 3.22081  0.43
H: -5.00118 -4.41717 2.20939  0.48
H: -4.26999 -2.47291 0.93221  0.57
H: -2.80269 -0.50765 2.48455  0.56
H: -4.14224 1.47273 3.06745  0.49
H: -4.95298 2.99382 1.29151  0.49
H: -4.39987 2.53442 -1.07583  0.46
H: -3.08928 0.54269 -1.67542  0.33
H: -0.67659 -1.63696 -2.71241  -0.89
H: -1.50897 -2.22125 -4.93754  0.53
H: -3.84015 -3.00667 -5.21820  0.43
H: -5.32600 -3.16405 -3.24449  0.46
H: -4.51617 -2.56724 -1.03359  0.30
O: 2.99220 -5.32384 -7.12831  -0.58
N: 2.07919 -5.13806 -6.36220  0.98
O: 0.94195 -5.53800 -6.50890  -0.56
C: 2.31667 -4.19525 -5.24337  0.10
C: 3.26028 -3.26459 -5.44613  -0.89
C: 3.49339 -2.25003 -4.46294  1.17
C: 4.47224 -1.25393 -4.62983  -0.77
C: 4.62888 -0.29769 -3.66257  -1.03
C: 3.79118 -0.34195 -2.54222  -0.58
N: 2.87099 -1.27034 -2.35897  0.28
C: 2.72244 -2.22767 -3.29938  -1.13
C: 1.73803 -3.27182 -3.07115  -0.36
N: 1.06035 -3.25237 -1.89701  0.64
C: 0.22608 -4.23720 -1.62560  -0.60
C: -0.00061 -5.30053 -2.50094  -1.51
C: 0.64138 -5.31542 -3.70792  -0.87
C: 1.53668 -4.27361 -4.03117  1.08
H: 3.82917 -3.27247 -6.36647  0.57
H: 5.08987 -1.25549 -5.51954  0.49
H: 5.37336 0.48057 -3.75245  0.49
H: 3.87771 0.41134 -1.76561  0.56
H: -0.26708 -4.19798 -0.66095  0.19
H: -0.67651 -6.09575 -2.21988  0.59
H: 0.47140 -6.11977 -4.40593  0.59
F: 6.32238 -6.76063 2.34577  -0.32
C: 5.60240 -5.63840 2.22600  0.27
C: 4.46714 -5.49117 2.99654  -0.82
C: 3.72587 -4.32284 2.86842  -0.15
C: 4.12464 -3.32809 1.98090  0.50
C: 5.27866 -3.50869 1.22002  -0.86
C: 6.02761 -4.66903 1.33681  -0.60
Sb: 3.13648 -1.45532 1.89667  2.14
C: 4.69327 -0.37738 2.87367  0.08
C: 5.30607 0.64606 2.15257  -0.59
C: 6.41356 1.31684 2.65573  -0.59
C: 6.88737 0.94905 3.89811  0.22
F: 7.94507 1.59505 4.40101  -0.32
C: 6.31567 -0.07008 4.63925  -0.75
C: 5.22004 -0.73693 4.11564  -0.23
C: 1.71173 -1.69574 3.47145  0.02
C: 1.90329 -0.94396 4.63201  -0.88
C: 0.98910 -0.95633 5.67517  -1.33
C: -0.13348 -1.74188 5.52688  0.01
F: -1.04192 -1.77705 6.50967  -0.36
C: -0.37042 -2.48693 4.38885  -0.94
C: 0.54183 -2.46395 3.33741  0.81
H: 4.18235 -6.27581 3.68467  0.48
H: 2.84095 -4.19420 3.48096  0.47
H: 5.61539 -2.73804 0.53459  0.39
H: 6.93022 -4.82896 0.76260  0.49
H: 4.92073 0.94059 1.18150  0.32
H: 6.90770 2.10666 2.10661  0.47
H: 6.73673 -0.33324 5.60028  0.47
H: 4.80849 -1.57261 4.67121  0.55
H: 2.77439 -0.30734 4.72356  0.54
H: 1.13946 -0.37964 6.57769  0.55
H: -1.28176 -3.06751 4.34825  0.56
H: 0.73341 -4.28218 2.26182  0.37

***

Record 3
# C2H2N3O2S2

A gas-phase ion, C2H2N3O2S2 (charge -1) at a distorted geometry (ωB97M-V/def2-TZVPD, OMol25).

LUMO energy: 0.13031 Eh
HOMO: -4.013 eV
gap between HOMO and LUMO: 7.56 eV
relative energy (zero: lowest compared OMol25 entry of this formula, charge and spin): 87.3 kJ/mol
net charge: -1
strongest force on any atom: 5.38 eV Å⁻¹

Each line ends with the Mulliken charge.
Atoms and positions in Å:
C: 1.17968 -0.97658 0.65669  -0.15
C: 0.44914 0.37674 -0.82632  0.02
N: 1.44247 0.20349 0.03307  -0.03
N: -0.01405 -1.45704 0.21756  -0.48
N: -0.47332 -0.58890 -0.72235  -0.33
O: -2.56801 -0.40146 1.09392  -0.51
O: -2.92436 0.87038 -0.95245  -0.51
S: 2.57004 1.38826 0.40979  -0.52
S: -2.04016 0.58711 0.14466  0.69
H: 1.77132 -1.31134 1.39759  0.49
H: 0.60725 1.30935 -1.45216  0.34

***

Which value of HOMO does entry 3 give? -4.013 eV

***

The highest LUMO energy belongs to which entry? C2H2N3O2S2

***

Which value of gap between HOMO and LUMO does entry 1 give? 4.29 eV